(1)
DFT (ωB97M-V with the def2-TZVPD basis set) results for C34H91F3N3O23V as an isolated structure at a distorted geometry.

Calculated values
Net charge: +1
<S²>: 0.909
E_tot in eV: -122114.0843
E_HOMO (alpha / beta) in eV: -9.7 / -9.7
2S+1: 2
Orbital gap (alpha / beta) in eV: 3.1 / 3.0

Each line ends with the Mulliken charge.
Atoms and positions in Å:
O: 1.29 -2.52 -2.96  0.036
V: 1.65 -1.49 -4.17  1.196
C: 0.50 1.12 -1.85  -0.547
O: 0.49 0.29 -0.67  0.591
O: 1.13 0.28 -2.86  -0.031
C: -0.85 1.82 -2.26  0.634
F: -1.56 2.25 -1.21  -0.183
F: -0.69 2.93 -2.96  0.017
F: -1.50 0.89 -2.98  -0.334
C: 0.35 0.85 0.62  -0.522
C: 0.53 -0.11 1.72  0.396
H: 1.58 -0.22 1.96  -0.346
H: 0.03 0.19 2.64  0.252
H: 0.07 -0.95 1.20  -0.485
H: -0.64 1.32 0.64  0.187
H: 1.01 1.66 0.91  0.144
H: 1.18 1.92 -1.57  0.198
C: 2.30 -1.93 4.87  -0.211
O: 2.77 -3.24 5.11  -0.398
C: 1.92 -4.26 4.56  1.229
C: 2.94 -5.43 4.58  -1.185
N: 3.16 -5.97 5.94  -0.347
C: 4.03 -7.07 6.08  -0.537
C: 3.80 -8.22 5.11  -0.655
O: 2.49 -8.80 5.41  -0.305
C: 2.40 -9.65 6.60  -0.718
H: 1.38 -1.96 4.28  -0.052
H: 3.06 -1.49 4.23  0.231
H: 2.19 -1.38 5.80  0.121
H: 1.68 -3.91 3.56  -1.025
H: 1.06 -4.38 5.22  0.293
H: 3.85 -5.27 4.01  0.386
H: 2.48 -6.25 4.03  0.427
H: 3.52 -5.10 6.32  0.289
H: 4.12 -7.52 7.06  0.439
H: 5.06 -6.78 5.86  0.372
H: 4.57 -8.98 5.06  0.423
H: 3.78 -7.97 4.05  0.304
H: 1.34 -9.90 6.68  0.248
H: 2.67 -9.26 7.58  0.293
H: 3.01 -10.53 6.41  0.295
C: 0.97 -5.91 -2.62  -0.711
O: 0.76 -5.81 -1.25  -0.361
C: 1.64 -4.92 -0.52  -0.026
C: 1.47 -5.15 1.00  -0.228
N: 0.13 -5.02 1.45  -0.188
C: -0.21 -3.59 1.53  1.058
C: -1.47 -3.26 2.36  -1.481
O: -1.13 -2.18 3.24  0.206
C: -2.16 -1.98 4.17  -1.059
H: 1.98 -6.11 -2.96  0.375
H: 0.80 -5.03 -3.26  0.037
H: 0.39 -6.67 -3.15  0.340
H: 1.35 -3.89 -0.73  -0.340
H: 2.69 -5.02 -0.80  0.572
H: 2.15 -4.50 1.56  -0.096
H: 1.79 -6.16 1.27  0.250
H: -0.42 -5.56 0.79  0.454
H: -0.35 -3.20 0.52  -0.504
H: 0.50 -3.00 2.11  -0.138
H: -1.66 -4.18 2.91  0.550
H: -2.33 -3.08 1.71  0.397
H: -2.27 -2.93 4.70  0.351
H: -3.11 -1.83 3.66  0.303
H: -1.92 -1.23 4.93  0.253
C: -4.02 2.20 1.57  -0.948
O: -3.78 3.18 0.61  -0.075
C: -3.54 4.46 1.34  -1.020
C: -3.06 5.47 0.33  -0.288
N: -3.99 5.99 -0.74  -0.471
C: -3.22 6.73 -1.76  0.246
C: -4.19 7.63 -2.52  -1.219
O: -5.13 6.96 -3.36  -0.334
C: -6.21 7.77 -4.02  -0.791
H: -3.99 1.19 1.15  0.209
H: -4.97 2.33 2.09  0.331
H: -3.21 2.24 2.29  0.381
H: -2.84 4.47 2.18  0.530
H: -4.53 4.81 1.65  0.361
H: -2.22 4.98 -0.16  0.023
H: -2.67 6.36 0.83  0.621
H: -4.28 5.08 -1.08  0.160
H: -2.66 6.15 -2.49  0.048
H: -2.59 7.40 -1.17  0.491
H: -3.75 8.38 -3.18  0.438
H: -4.68 8.27 -1.78  0.388
H: -6.63 7.07 -4.74  0.236
H: -5.67 8.56 -4.53  0.329
H: -7.05 8.19 -3.46  0.310
O: 3.64 2.30 0.05  -0.464
H: 3.79 2.62 -0.84  0.254
H: 3.43 3.09 0.56  0.255
O: 2.02 0.04 -5.74  -0.551
H: 1.51 0.85 -5.77  0.300
H: 2.77 0.21 -6.30  0.302
C: -4.86 3.70 -4.06  -0.609
C: -3.74 3.08 -3.16  0.747
O: -4.07 1.98 -2.40  -0.607
O: -5.83 4.25 -3.19  -0.550
H: -5.36 2.86 -4.54  0.437
H: -4.44 4.29 -4.87  0.283
H: -3.24 3.81 -2.52  -0.025
H: -2.90 2.81 -3.80  -0.335
H: -3.28 1.91 -1.87  0.361
H: -5.60 5.15 -2.96  0.428
C: 2.19 5.48 -2.41  -0.789
C: 0.95 5.93 -1.56  0.170
O: 0.25 6.98 -2.14  -0.469
O: 2.58 4.14 -2.07  -0.426
H: 3.07 6.13 -2.39  0.408
H: 1.95 5.54 -3.47  0.353
H: 1.23 6.25 -0.56  0.316
H: 0.26 5.12 -1.32  -0.150
H: 0.95 7.57 -2.43  0.287
H: 2.56 3.63 -2.88  0.204
C: 4.18 -1.00 0.05  0.052
C: 5.00 -2.21 0.64  -0.850
O: 4.02 -3.06 1.32  -0.157
O: 3.36 -1.28 -1.03  -0.653
H: 4.84 -0.22 -0.34  0.317
H: 3.48 -0.66 0.81  -0.207
H: 5.70 -1.79 1.36  0.376
H: 5.66 -2.83 0.04  0.480
H: 4.63 -3.77 1.54  0.118
H: 2.54 -0.81 -0.87  0.164
C: -3.00 -3.47 -3.15  -0.721
C: -2.03 -2.93 -2.13  1.563
O: -2.59 -3.29 -0.87  -0.484
O: -2.55 -3.23 -4.35  -0.502
H: -3.95 -2.95 -2.99  0.286
H: -3.33 -4.47 -2.87  0.416
H: -1.79 -1.89 -2.33  -0.557
H: -1.10 -3.49 -2.22  -0.544
H: -3.18 -2.57 -0.64  0.301
H: -2.35 -4.06 -4.79  0.342
C: 2.72 1.55 6.06  -0.618
C: 1.98 1.80 4.69  0.228
O: 2.53 2.87 3.99  -0.564
O: 3.79 0.67 6.02  -0.511
H: 1.95 1.10 6.69  0.309
H: 2.95 2.53 6.48  0.370
H: 0.91 1.96 4.81  0.348
H: 2.02 0.84 4.19  -0.176
H: 1.91 3.16 3.32  0.306
H: 3.66 0.04 6.73  0.346
C: -1.27 3.02 -7.80  -0.781
C: -0.44 3.24 -6.55  0.532
O: 0.88 2.85 -6.77  -0.537
O: -1.04 4.03 -8.82  -0.500
H: -2.31 3.18 -7.53  0.358
H: -1.03 2.08 -8.30  0.390
H: -0.81 2.58 -5.76  -0.377
H: -0.51 4.27 -6.18  0.272
H: 1.11 2.98 -7.69  0.318
H: -1.22 4.83 -8.33  0.326

---

(2)
DFT (ωB97M-V with the def2-TZVPD basis set) results for C19H42ClIrN6O3P2 as an isolated structure at a distorted geometry.

Calculated values
Net charge: +2
Energy above the lowest of the compared OMol25 structures with the same formula, charge and spin in kcal per mole: 0.00
E_tot in eV: -69396.8145
E_HOMO (alpha / beta) in eV: -14.1 / -13.8
Orbital gap (alpha / beta) in eV: 6.6 / 7.2

Each line ends with the Mulliken charge.
Atoms and positions in Å:
Ir: -0.08 -0.16 -0.11  3.067
C: 3.18 0.47 3.30  -1.252
N: 2.70 1.50 2.39  0.527
C: 2.35 2.78 2.98  -0.908
P: 3.00 1.26 0.78  -0.662
O: 2.25 0.13 0.18  -0.486
O: 2.53 2.68 0.14  0.238
P: 1.06 2.94 -0.51  -0.527
O: 0.00 2.20 0.21  -0.929
N: 0.87 4.56 -0.41  0.256
C: -0.02 5.15 0.56  -0.884
C: 1.84 5.47 -0.99  -0.952
N: 1.22 2.53 -2.12  0.454
C: 0.11 1.80 -2.67  -0.099
C: 2.50 2.16 -2.70  -0.888
N: 4.61 1.15 0.49  0.359
C: 5.14 0.33 -0.58  -0.772
C: 5.54 2.11 1.04  -1.018
H: 4.00 0.83 3.92  0.413
H: 3.54 -0.37 2.71  0.418
H: 2.38 0.14 3.96  0.364
H: 2.74 2.84 3.99  0.467
H: 1.26 2.90 3.01  0.125
H: 2.77 3.60 2.39  0.324
H: -0.70 4.38 0.93  0.161
H: -0.60 5.94 0.08  0.322
H: 0.53 5.58 1.40  0.324
H: 2.35 4.99 -1.81  0.196
H: 2.58 5.78 -0.24  0.301
H: 1.32 6.36 -1.35  0.388
H: -0.81 2.37 -2.55  0.220
H: -0.02 0.81 -2.17  -0.450
H: 0.28 1.63 -3.73  0.436
H: 3.31 2.67 -2.18  0.320
H: 2.51 2.47 -3.75  0.438
H: 2.66 1.08 -2.65  0.203
H: 4.36 -0.32 -0.96  0.020
H: 5.96 -0.28 -0.20  0.331
H: 5.52 0.95 -1.40  0.322
H: 5.11 2.59 1.92  0.267
H: 5.79 2.88 0.31  0.317
H: 6.46 1.60 1.33  0.364
N: -2.40 -0.01 -0.54  -0.571
C: -3.34 -0.13 0.60  -0.908
C: -2.93 0.85 1.71  0.331
C: -2.60 0.19 3.05  -1.037
C: -1.51 -0.88 2.98  -0.821
N: -0.32 -0.43 2.25  -0.579
H: -2.51 0.92 -0.94  0.223
H: -2.64 -0.69 -1.26  0.109
H: -3.31 -1.16 0.95  0.494
H: -4.36 0.08 0.26  0.390
H: -3.73 1.56 1.88  0.530
H: -2.06 1.40 1.36  -0.436
H: -3.50 -0.27 3.46  0.357
H: -2.29 0.98 3.74  0.445
H: -1.89 -1.78 2.48  0.446
H: -1.25 -1.17 4.00  0.442
H: 0.45 -1.06 2.46  0.288
H: -0.05 0.50 2.58  0.046
Cl: -1.81 -2.15 -2.92  -0.222
C: -0.09 -2.15 -2.85  0.864
C: 0.60 -2.10 -4.05  -0.583
C: 1.99 -2.16 -4.06  -0.456
C: 2.68 -2.28 -2.85  -0.767
C: 2.01 -2.30 -1.66  -0.179
C: 0.58 -2.24 -1.59  -0.006
C: -0.09 -2.46 -0.36  -1.287
H: 0.06 -2.03 -4.98  0.495
H: 2.52 -2.14 -5.00  0.468
H: 3.76 -2.38 -2.87  0.427
H: 2.55 -2.39 -0.73  0.392
H: 0.51 -2.88 0.44  0.453
H: -1.11 -2.80 -0.40  0.533

---

(3)
DFT (ωB97M-V with the def2-TZVPD basis set) results for C22H26ClN2O6RhS3 as an isolated structure.

Calculated values
Net charge: +2
Energy above the lowest of the compared OMol25 structures with the same formula, charge and spin in kcal per mole: 69.37
<S²>: 6.021
E_tot in eV: -86510.0709
E_HOMO (alpha / beta) in eV: -13.8 / -14.3
2S+1: 5
Orbital gap (alpha / beta) in eV: 7.8 / 6.8

Each line ends with the Mulliken charge.
Atoms and positions in Å:
Rh: 0.81 0.51 0.88  0.683
O: 2.99 1.39 0.77  -0.501
S: 0.53 3.00 0.28  0.084
C: -2.53 2.21 -2.56  -0.560
C: -2.94 1.56 -1.28  -0.547
C: -2.72 -1.49 -0.85  -0.247
C: -1.59 -2.44 -1.18  -0.957
S: -0.13 -2.66 -0.11  -0.004
O: 0.79 -1.48 -0.29  -0.071
C: -0.81 -2.43 1.53  0.801
C: -0.02 -1.71 2.42  -0.856
C: -0.48 -1.51 3.72  -0.565
C: -1.70 -2.04 4.11  -0.784
C: -2.44 -2.81 3.23  -0.547
C: -2.00 -3.02 1.93  -0.740
C: 0.11 2.70 2.00  -0.081
C: -1.22 2.76 2.44  -0.299
C: -1.51 2.52 3.76  -0.624
C: -0.50 2.21 4.67  -0.620
C: 0.81 2.16 4.24  -0.720
C: 1.13 2.41 2.91  0.014
H: -2.44 1.50 -3.40  0.304
H: -3.34 2.89 -2.91  0.399
H: -3.69 1.89 -0.57  0.436
H: -0.71 3.10 -0.21  0.151
H: -4.48 -1.14 -1.57  0.433
H: -3.10 -1.57 0.16  0.513
H: -1.18 -2.22 -2.17  0.432
H: -2.02 -3.44 -1.24  0.643
H: 0.99 -1.42 2.16  0.904
H: 0.13 -0.95 4.42  0.547
H: -2.05 -1.89 5.12  0.448
H: -3.37 -3.25 3.55  0.462
H: -2.58 -3.64 1.26  0.558
H: -2.01 3.00 1.74  0.401
H: -2.54 2.58 4.10  0.457
H: -0.73 2.03 5.71  0.457
H: 1.61 1.96 4.94  0.485
H: 2.17 2.46 2.60  0.549
O: -1.84 0.44 0.73  -0.480
Cl: -2.02 0.37 -0.72  1.046
O: -3.61 -1.47 -1.86  -0.483
O: -1.38 2.95 -2.51  -0.286
O: -0.81 0.35 -1.52  -0.459
C: 2.18 1.82 -3.89  -1.329
C: 2.70 0.63 -3.17  1.046
C: 3.06 -0.57 -3.75  -0.974
C: 3.52 -1.62 -2.95  0.757
N: 3.60 -1.49 -1.62  -0.442
C: 3.24 -0.35 -1.11  0.419
S: 3.30 -0.11 0.65  0.196
N: 2.83 0.71 -1.83  0.245
C: 3.97 -2.91 -3.52  -1.233
H: 2.20 1.67 -4.96  0.418
H: 2.79 2.70 -3.65  0.386
H: 1.16 2.03 -3.57  0.210
H: 2.99 -0.68 -4.83  0.437
H: 2.59 1.56 -1.31  0.045
H: 3.76 -2.99 -4.59  0.386
H: 3.50 -3.74 -2.99  0.331
H: 5.05 -3.01 -3.36  0.328

---

(4)
DFT (ωB97M-V with the def2-TZVPD basis set) results for C10H22N4PdSbSe4 as an isolated structure.

Calculated values
Net charge: +1
Energy above the lowest of the compared OMol25 structures with the same formula, charge and spin in kcal per mole: 11.70
<S²>: 6.020
E_tot in eV: -288082.6140
E_HOMO (alpha / beta) in eV: -10.8 / -10.6
2S+1: 5
Orbital gap (alpha / beta) in eV: 7.4 / 5.6

Each line ends with the Mulliken charge.
Atoms and positions in Å:
Pd: -0.32 -0.23 -0.52  -0.238
C: -2.66 -1.69 0.78  -1.146
N: -1.61 -0.73 1.20  0.916
C: -0.88 -1.29 2.34  -1.162
C: -2.23 0.57 1.55  -0.860
C: -1.22 1.71 1.49  -0.690
N: -0.65 1.84 0.13  0.961
C: -1.60 2.53 -0.78  -1.130
C: 0.60 2.61 0.17  -1.066
H: -3.35 -1.88 1.61  0.360
H: -2.18 -2.62 0.49  0.286
H: -3.20 -1.29 -0.07  0.352
H: -1.57 -1.51 3.17  0.377
H: -0.12 -0.60 2.69  0.271
H: -0.39 -2.22 2.04  0.291
H: -2.69 0.51 2.55  0.339
H: -3.04 0.74 0.84  0.463
H: -0.40 1.54 2.19  0.384
H: -1.71 2.65 1.79  0.349
H: -1.80 3.54 -0.41  0.288
H: -2.53 1.97 -0.84  0.231
H: -1.16 2.57 -1.78  0.336
H: 0.41 3.63 0.52  0.368
H: 1.02 2.65 -0.83  0.254
H: 1.31 2.14 0.84  0.357
C: 4.92 -2.14 -0.55  -0.794
N: 3.76 -1.49 0.03  0.105
C: 3.68 -0.92 1.27  -0.550
C: 2.42 -0.41 1.38  -0.810
N: 1.73 -0.67 0.22  0.551
C: 2.57 -1.32 -0.56  -0.641
H: 5.71 -2.16 0.19  0.287
H: 5.26 -1.58 -1.42  0.333
H: 4.67 -3.16 -0.84  0.336
H: 4.51 -0.93 1.95  0.432
H: 1.99 0.11 2.21  0.473
H: 2.35 -1.66 -1.56  0.451
Se: -4.44 -1.35 -4.52  -0.173
Sb: -2.33 -0.02 -4.69  0.807
Se: -1.05 -0.76 -2.70  -0.103
Se: -2.78 2.25 -4.99  -0.436
Se: -0.97 -0.96 -6.56  -0.163

---

(5)
DFT (ωB97M-V with the def2-TZVPD basis set) results for C20H53Cu2O19S6 as an isolated structure at a distorted geometry.

Calculated values
Net charge: +3
Energy above the lowest of the compared OMol25 structures with the same formula, charge and spin in kcal per mole: 0.00
<S²>: 2.010
E_tot in eV: -214758.1886
E_HOMO (alpha / beta) in eV: -16.1 / -16.1
2S+1: 3
Orbital gap (alpha / beta) in eV: 6.7 / 2.5

Each line ends with the Mulliken charge.
Atoms and positions in Å:
Cu: -0.02 2.50 -3.13  0.539
Cu: -2.47 1.27 -0.93  0.476
C: 0.01 -0.90 0.01  -0.014
C: 0.50 -0.09 -1.20  1.400
O: -0.47 0.64 -1.87  -0.058
H: -0.82 -1.55 -0.24  -0.081
H: -0.16 -0.22 0.83  -0.423
H: 0.88 -1.52 0.27  0.370
H: 1.08 -0.68 -1.92  0.341
H: 1.25 0.60 -0.76  -1.272
O: 4.99 -4.71 -2.28  -0.603
S: 4.88 -3.63 -3.22  1.086
O: 5.53 -3.73 -4.49  -0.583
O: 3.29 -3.31 -3.48  -0.426
C: 2.43 -3.39 -2.33  0.523
C: 1.06 -3.83 -2.76  -1.226
C: 5.30 -2.05 -2.38  -0.820
H: 2.41 -2.40 -1.84  -0.322
H: 2.88 -4.10 -1.64  0.578
H: 0.45 -3.97 -1.85  0.376
H: 1.02 -4.73 -3.36  0.439
H: 0.49 -3.06 -3.29  0.079
H: 4.93 -2.11 -1.36  0.166
H: 4.81 -1.31 -3.00  0.254
H: 6.38 -1.95 -2.32  0.540
O: 1.22 3.31 -1.57  -0.349
S: 1.69 4.31 -0.61  1.023
O: 1.86 3.90 0.76  -0.530
O: 3.07 4.85 -1.19  -0.191
C: 3.93 5.63 -0.33  -0.460
C: 4.93 4.77 0.41  -0.727
C: 0.67 5.78 -0.82  -1.262
H: 3.29 6.23 0.33  0.289
H: 4.38 6.45 -0.89  0.423
H: 5.53 5.25 1.17  0.458
H: 5.56 4.23 -0.30  0.286
H: 4.38 4.01 0.98  0.010
H: 0.82 6.40 0.06  0.379
H: -0.37 5.48 -0.84  0.450
H: 0.93 6.25 -1.77  0.451
O: 2.46 -0.36 2.23  -0.475
S: 3.75 -0.91 1.88  0.960
O: 3.92 -2.32 1.86  -0.588
O: 4.07 -0.39 0.37  -0.154
C: 3.87 1.01 0.13  0.918
C: 4.13 1.27 -1.36  -1.294
C: 5.02 -0.10 2.84  -0.969
H: 4.59 1.61 0.68  0.549
H: 2.85 1.26 0.44  -0.739
H: 4.05 2.35 -1.45  0.221
H: 3.35 0.82 -1.98  0.039
H: 5.09 0.91 -1.70  0.511
H: 6.02 -0.35 2.49  0.346
H: 4.90 -0.40 3.88  0.416
H: 4.86 0.98 2.80  0.292
O: -3.02 -1.38 -1.52  -0.738
S: -3.12 -2.68 -2.15  1.317
O: -2.63 -3.86 -1.49  -0.687
O: -4.67 -2.90 -2.51  -0.170
C: -5.24 -4.25 -2.58  -0.151
C: -6.73 -4.09 -2.35  -1.245
C: -2.48 -2.59 -3.85  -1.100
H: -4.77 -4.89 -1.84  0.287
H: -5.07 -4.70 -3.56  0.380
H: -6.98 -3.39 -1.55  0.269
H: -7.12 -5.05 -2.00  0.382
H: -7.27 -3.84 -3.25  0.371
H: -3.09 -1.85 -4.37  0.406
H: -2.47 -3.56 -4.32  0.396
H: -1.48 -2.16 -3.76  0.260
O: -3.40 0.11 0.74  -0.337
S: -4.07 -0.06 2.01  0.997
O: -4.91 0.91 2.61  -0.494
O: -5.05 -1.47 1.83  -0.173
C: -4.62 -2.56 1.07  0.561
C: -5.47 -3.76 1.22  -1.236
C: -2.91 -0.71 3.23  -0.731
H: -3.52 -2.64 1.14  0.360
H: -4.71 -2.13 0.02  0.037
H: -5.46 -4.09 2.27  0.425
H: -5.07 -4.54 0.58  0.332
H: -6.52 -3.60 0.97  0.362
H: -2.70 0.14 3.89  0.163
H: -1.96 -1.01 2.79  0.273
H: -3.37 -1.46 3.87  0.527
O: -1.37 2.10 0.83  -0.083
S: -1.08 2.84 2.04  0.738
O: -0.91 4.25 1.92  -0.553
O: -2.28 2.55 3.10  -0.057
C: -2.32 3.34 4.32  -0.423
C: -3.76 3.42 4.78  -1.224
C: 0.32 2.08 2.89  -0.611
H: -2.02 4.36 4.06  0.404
H: -1.63 2.95 5.07  0.344
H: -4.17 2.49 5.20  0.301
H: -4.38 3.65 3.92  0.307
H: -3.78 4.17 5.57  0.434
H: 0.53 2.65 3.79  0.602
H: 1.19 2.10 2.24  -0.168
H: 0.05 1.06 3.15  0.326

---

(6)
DFT (ωB97M-V with the def2-TZVPD basis set) results for one molecule with the formula C3H8O.

Calculated values
SMILES string: CCCO
Energy above the lowest of the compared OMol25 structures with the same formula, charge and spin in kcal per mole: 4.31
E_tot in eV: -5287.9636
E_HOMO in eV: -10.3
Orbital gap in eV: 11.4

Each line ends with the Mulliken charge.
Atoms and positions in Å:
C: 0.43 -1.51 0.04  -1.079
C: -0.14 -0.24 -0.59  -0.318
C: -0.15 0.93 0.37  -0.436
O: -0.67 2.06 -0.31  -0.507
H: 1.31 -1.28 0.66  0.300
H: 0.74 -2.23 -0.72  0.316
H: -0.31 -2.00 0.69  0.300
H: 0.45 0.05 -1.47  0.277
H: -1.17 -0.41 -0.95  0.273
H: 0.88 1.11 0.73  0.288
H: -0.76 0.69 1.26  0.287
H: -0.60 2.82 0.28  0.299

---

- Which of these has the lowest E_tot?
  C10H22N4PdSbSe4

---

- Among the records above, which one has the lowest E_tot?
  C10H22N4PdSbSe4

---

- Look up the E_tot of the third one.
  -86510.0709 eV